1:
Here is a structure of composition C4H9NO3 from the OMol25 dataset. Energies are from ωB97M-V/def2-TZVPD.

Summary:
HOMO energy = -9.190 eV
Gap between HOMO and LUMO = 9.747 eV

Geometry as ORCA input:
```
! wB97M-V def2-TZVPD RIJCOSX def2/J DEFGRID3
* xyz 0 1
H -0.712 1.666 1.322
C -0.531 -0.609 1.847
H -0.577 -0.449 2.982
O -1.479 -1.505 1.377
H 1.386 0.594 -2.422
C 2.136 1.259 -1.374
N 0.174 -0.369 -1.093
H -0.554 -1.985 -1.673
H 2.585 2.279 -1.573
H 0.608 -1.173 1.908
H -1.698 0.499 0.401
H 2.992 0.316 -0.919
C -0.799 0.623 0.898
C 0.291 0.577 -0.136
O -1.129 -1.045 -1.239
O 1.352 1.450 -0.153
H -1.769 -1.468 0.338
*
```

---

2:
Here is an isolated molecule of C4H9NO3 from the OMol25 dataset. Energies are from ωB97M-V/def2-TZVPD.

Summary:
SMILES = O=C(O)NCCCO
HOMO energy = -9.926 eV
Gap between HOMO and LUMO = 10.643 eV

Geometry as ORCA input:
```
! wB97M-V def2-TZVPD RIJCOSX def2/J DEFGRID3
* xyz 0 1
H 0.989 -1.532 -0.489
C 1.122 1.869 1.020
H -1.823 -0.904 -1.197
H -0.037 -2.119 0.764
O 1.451 2.321 2.099
H -0.973 -3.452 -0.860
C -0.042 -1.773 -0.278
H -1.258 1.434 -0.774
H -0.554 1.027 1.621
H 0.347 0.717 -1.183
H -1.753 -0.723 0.444
O -0.242 -2.900 -1.145
C -0.484 0.727 -0.487
N 0.069 1.046 0.825
H 2.461 2.798 0.173
O 1.811 2.142 -0.108
C -1.084 -0.677 -0.425
*
```

---

3:
Here is a cluster of 2 separate species, C4H9NO3 in total from the OMol25 dataset. Energies are from ωB97M-V/def2-TZVPD.

Summary:
SMILES = [H]/N=C\O.COC(C)=O
HOMO energy = -10.110 eV
Gap between HOMO and LUMO = 10.897 eV

Geometry as ORCA input:
```
! wB97M-V def2-TZVPD RIJCOSX def2/J DEFGRID3
* xyz 0 1
H -1.724 2.272 -0.481
C -1.629 1.215 -0.239
H -1.295 -1.566 -0.494
H -1.775 -1.337 1.193
H 1.600 1.708 -0.248
C -0.923 -1.519 0.534
O 0.037 -0.497 0.733
C -0.332 1.018 0.490
H -2.459 0.944 0.413
C 2.027 -0.408 -0.131
O 1.343 0.904 -0.732
H -1.709 0.634 -1.154
H 2.180 -1.288 -1.856
N 2.528 -1.246 -0.903
H 2.512 -0.152 0.804
O 0.114 1.804 1.276
H -0.495 -2.486 0.797
*
```

---

Stability summary - winner: 2; margin: 314.1 kJ/mol.